i:
DFT (ωB97M-V/def2-TZVPD) results for 2 unconnected molecules or ions with the total composition C4H8N2.

Structure (XYZ):
```
14
C4H8N2, DFT ωB97M-V/def2-TZVPD
C -2.8916 -0.0353 0.7026
C 0.6908 0.5752 0.0218
C 0.8125 1.8875 -0.3580
C 0.6075 -1.7933 -0.2425
N -1.7589 -0.0673 0.4328
N 1.0920 -0.5482 0.3416
H -3.9392 -0.0282 0.7214
H 0.5752 2.0438 -1.4226
H 1.8035 2.3268 -0.4583
H 0.1028 2.5843 0.1064
H 0.1111 -1.5318 -1.0594
H -0.2793 -2.3354 0.3756
H 1.3931 -2.4682 -0.3253
H 1.6805 -0.6097 1.1637
```

The total charge is +2. The value obtained for the HOMO energy is -21.081 eV. For the gap between HOMO and LUMO, the calculation gives 8.05 eV.

Results of the Mulliken charge analysis, in e, for atoms 1 through 2:
1. C -0.08
2. C 0.82


ii:
DFT (ωB97M-V/def2-TZVPD) results for 2 unconnected molecules or ions with the total composition C4H8N2.

Structure (XYZ):
```
14
C4H8N2, DFT ωB97M-V/def2-TZVPD
C 0.3829 0.6251 -0.8934
C -0.1492 -0.1359 0.2045
C 1.9920 1.4492 -2.7843
C -0.2842 -0.7662 1.4013
N -0.8791 0.4499 -0.7651
N -1.7616 -0.9081 1.9088
H 1.1628 1.2590 -3.3990
H 2.9873 0.7547 -2.8488
H 2.3216 2.3421 -2.2214
H 0.3608 -0.4162 2.2560
H 0.0574 -1.8197 1.3156
H -2.2081 -1.2398 1.0183
H -2.2744 0.0089 2.2187
H -1.7083 -1.6032 2.5888
```

The total charge is +2. The value obtained for the HOMO energy is -19.178 eV. For the gap between HOMO and LUMO, the calculation gives 9.03 eV.

Results of the Mulliken charge analysis, in e, for atoms 1 through 2:
1. C -0.42
2. C 0.65


Compare the structures above. Which one is the most stable? i is.